Formula: C23H16Cl16FO7P
Source: the Open Molecules 2025 dataset
Level of theory: the ωB97M-V functional and the def2-TZVPD basis

Its HOMO-LUMO gap is 7.160 eV. The net charge is 0. The total energy is -250785.399 eV. Its spin multiplicity is 1. For the HOMO energy, the calculation gives -8.96 eV.

```
64
Properties=species:S:1:pos:R:3:forces:R:3:lowdin_charge:R:1
O -1.9705 0.9655 1.0509 4.84 5.72 -5.26 -0.03
C -1.2685 1.7826 0.2225 -3.06 -3.04 3.78 -0.28
O -0.7587 3.1157 0.5949 -0.73 -3.47 -0.32 -0.06
C -1.0178 1.2772 -1.3159 -0.80 -0.61 -0.12 -0.10
C 0.2507 0.2008 -1.4671 -0.38 -0.40 -1.03 -0.15
C 0.0093 -1.2088 -0.6629 -0.34 -2.89 1.89 -0.04
C -0.6616 -2.5183 -1.4558 0.54 -1.03 2.61 -0.05
C -1.1487 -2.4494 -3.0542 0.27 0.36 1.65 -0.16
C 0.1025 -2.4995 -4.1158 -0.78 0.04 -1.00 -0.16
F 1.4460 -2.5801 -3.4962 -3.08 0.16 -1.28 -0.13
C -0.9019 -3.9947 -0.7293 1.76 3.95 2.37 0.07
C -0.4915 -4.1199 0.8521 0.45 2.44 -1.29 -0.01
C 0.1432 -2.8307 1.7083 -0.76 -0.16 -3.00 0.02
C 0.4160 -1.3658 0.9479 -1.53 -3.69 -2.25 -0.08
P 1.1433 0.0163 2.0401 -1.11 1.94 5.30 0.72
O 0.1683 0.5579 3.1727 3.45 -1.62 -4.70 -0.35
O 2.5228 -0.6923 2.9070 -1.97 2.62 -1.37 -0.24
O 1.7758 1.3945 1.1912 0.56 -3.51 -0.25 -0.23
C 0.4479 -3.1218 3.2957 -0.26 2.28 4.37 -0.20
O 0.3086 -2.2596 4.3053 0.90 -5.14 -6.60 -0.01
C 0.9290 -4.6615 3.6907 0.92 -4.00 0.50 -0.01
C 1.9463 -5.0515 4.9157 -1.87 -2.71 -2.13 0.02
C 2.3168 -6.6487 5.2444 -2.95 0.05 -3.15 -0.13
C 1.7344 -7.9164 4.3646 -1.30 5.23 -0.99 -0.03
C 0.7080 -7.5151 3.1098 1.49 2.20 2.48 0.01
C 0.3155 -5.9497 2.8179 1.44 -0.59 1.47 -0.03
C -0.7229 -5.5649 1.5948 -2.94 -2.21 -1.75 -0.22
O -1.7067 -6.3426 1.1292 6.04 4.29 2.87 -0.04
H -0.5186 3.1738 1.5662 -0.79 -0.69 -1.28 0.13
H -0.9676 2.1483 -2.1117 0.31 -1.93 1.98 0.04
H -1.9814 0.6392 -1.6155 2.02 1.45 1.00 0.14
H 1.2992 0.7045 -1.2742 -2.30 -1.17 -0.07 0.11
H 0.2549 -0.0803 -2.6277 0.02 0.55 2.57 0.11
H -1.7068 -1.4284 -3.1985 1.01 -2.02 0.27 0.10
H -1.9414 -3.3295 -3.2054 2.00 1.95 0.23 0.13
H 0.0233 -1.5268 -4.7965 0.68 -1.99 1.65 0.12
H -0.0907 -3.4095 -4.8535 0.96 1.74 1.79 0.13
H -1.3543 -4.9032 -1.3522 1.12 2.22 1.71 0.12
H 2.6996 0.0086 3.6258 -0.57 -1.50 -1.40 0.10
H 2.5612 1.1355 0.5939 -1.63 0.45 1.36 0.10
H 2.4073 -4.2271 5.6070 -1.06 -1.72 -1.59 0.10
H 3.0318 -6.9290 6.1555 -3.56 0.46 -2.57 -0.11
H 2.0022 -9.0363 4.6133 -0.60 2.64 -0.60 0.09
H 0.2858 -8.4307 2.4788 0.80 2.54 1.34 0.11
C -0.5742 4.9782 -3.6889 -0.25 0.01 0.14 -1.97
Cl -0.7541 4.5402 -1.9713 0.14 0.53 -0.53 0.60
Cl -2.1837 5.2411 -4.4066 0.44 -0.87 0.06 0.49
Cl 0.3872 6.4723 -3.8233 0.18 -0.59 0.00 0.50
Cl 0.2539 3.6594 -4.5546 -0.13 0.25 0.17 0.52
C -3.4163 9.2182 -3.8192 0.04 -0.02 -0.13 -1.97
Cl -3.8249 9.8353 -5.4399 0.08 -0.46 0.39 0.48
Cl -4.7938 8.2921 -3.1715 0.32 0.21 -0.13 0.52
Cl -1.9880 8.1588 -3.9298 -0.68 1.31 0.17 0.45
Cl -3.0584 10.5864 -2.7355 -0.08 -0.32 -0.15 0.50
C 6.2446 -6.8156 7.2771 0.46 0.07 0.30 -1.96
Cl 6.0647 -7.2536 8.9947 0.03 0.10 -0.42 0.52
Cl 4.6351 -6.5527 6.5594 2.74 0.23 0.77 0.63
Cl 7.2059 -5.3215 7.1427 -0.24 -0.35 0.02 0.52
Cl 7.0726 -8.1344 6.4114 -0.26 0.34 0.20 0.52
C -4.6622 13.7135 -6.2616 0.08 0.06 0.12 -2.00
Cl -6.2023 14.2587 -5.5508 0.38 -0.15 -0.19 0.51
Cl -3.6287 13.0256 -4.9836 -0.31 0.52 -0.36 0.47
Cl -4.9850 12.4711 -7.4972 0.06 0.28 0.24 0.50
Cl -3.8325 15.0987 -7.0149 -0.21 -0.33 0.15 0.51
```
Forces are in eV/Å.



Formula: C2H2ClFO2
Source: the Open Molecules 2025 dataset
Level of theory: the ωB97M-V functional and the def2-TZVPD basis

Its HOMO-LUMO gap is 11.972 eV. The net charge is 0. The energy above the lowest of the compared OMol25 structures with the same formula, charge and spin is 15.4 kcal/mol. The total energy is -21440.687 eV. Its spin multiplicity is 1. As for the structure (SMILES): O=CO[C@@H](F)Cl. For the HOMO energy, the calculation gives -11.11 eV.

```
8
Properties=species:S:1:pos:R:3:forces:R:3:lowdin_charge:R:1
C 0.0856 -0.7754 -0.4092 -2.08 -0.65 -0.83 -0.36
C 0.3584 1.5422 0.2691 -3.00 -2.10 0.43 -0.73
O -1.0520 -0.5920 -0.7396 -0.50 0.20 -0.07 0.06
O 0.8514 0.1996 0.0508 2.38 0.90 0.75 -0.03
F 1.0400 2.0884 1.2868 0.33 -0.24 -0.87 0.04
Cl 0.4042 2.4765 -1.2377 0.28 -0.22 0.75 0.70
H 0.4371 -1.8388 -0.5296 1.02 1.34 0.63 0.17
H -0.7298 1.3745 0.6117 1.58 0.78 -0.78 0.15
```
Forces are in eV/Å.



Formula: C9H11O2P
Source: the Open Molecules 2025 dataset
Level of theory: the ωB97M-V functional and the def2-TZVPD basis

Its HOMO-LUMO gap is 8.106 eV. The net charge is 0. The energy above the lowest of the compared OMol25 structures with the same formula, charge and spin is 42.4 kcal/mol. The total energy is -22894.986 eV. Its spin multiplicity is 1. As for the structure (SMILES): CCP(O)C(=O)c1ccccc1. For the HOMO energy, the calculation gives -8.01 eV.

```
23
Properties=species:S:1:pos:R:3:forces:R:3:lowdin_charge:R:1
C -3.6828 0.2378 -0.0833 0.04 0.00 0.04 -0.08
C -2.6415 0.5677 0.7724 -0.10 0.13 0.01 -0.07
C -3.6208 -0.9240 -0.8356 -0.07 -0.07 -0.02 -0.07
C -1.5315 -0.2481 0.8568 0.10 -0.22 -0.08 -0.07
C -2.5295 -1.7678 -0.7280 0.14 0.05 0.15 -0.02
C -1.4690 -1.4266 0.1129 -0.88 0.04 -0.21 -0.22
C 2.9986 1.0283 -0.0087 -0.04 0.03 -0.01 -0.19
C 1.7457 0.4094 -0.5991 -0.90 -1.37 0.50 -0.37
C -0.2398 -2.2135 0.0965 1.70 1.12 -0.19 -0.47
O 2.4174 -2.1286 -0.4174 0.40 -0.34 -0.21 -0.33
O -0.0909 -3.4034 -0.0297 -0.33 0.02 -0.09 0.04
P 1.3933 -1.1864 0.4376 -0.09 0.52 0.06 0.96
H -4.5410 0.8878 -0.1655 -0.07 0.06 0.00 0.10
H -2.6935 1.4696 1.3643 0.00 0.06 0.04 0.11
H -4.4288 -1.1734 -1.5069 -0.07 -0.03 -0.05 0.10
H -0.7096 0.0073 1.5106 0.04 0.08 0.11 0.09
H -2.4699 -2.6743 -1.3105 0.02 -0.10 -0.05 0.12
H 2.8390 1.2989 1.0328 0.05 0.04 0.09 0.06
H 3.2700 1.9272 -0.5594 0.07 0.06 -0.03 0.07
H 3.8268 0.3267 -0.0590 0.15 -0.01 0.02 0.06
H 1.8920 0.1050 -1.6353 -0.10 0.03 -0.02 0.07
H 0.8892 1.0798 -0.5206 -0.02 -0.01 -0.07 0.06
H 2.3457 -3.0534 -0.1553 -0.04 -0.08 0.01 0.05
```
Forces are in eV/Å.



Formula: C10H6F13O4P
Source: the Open Molecules 2025 dataset
Level of theory: the ωB97M-V functional and the def2-TZVPD basis

Its HOMO-LUMO gap is 10.543 eV. The net charge is 0. The total energy is -63272.006 eV. Its spin multiplicity is 1. As for the structure (SMILES): C#CO[P@](=O)(O)OCCC(F)(F)C(F)(F)C(F)(F)C(F)(F)C(F)(F)C(F)(F)F. For the HOMO energy, the calculation gives -10.52 eV.

```
34
Properties=species:S:1:pos:R:3:forces:R:3:lowdin_charge:R:1
C -2.1052 2.9767 2.3248 0.66 1.68 1.70 0.12
C -2.4301 1.9541 1.8220 -0.21 -2.76 -0.85 -0.26
O -2.6582 0.7094 1.3037 0.34 1.94 -1.57 -0.13
P -3.4891 0.8420 -0.1783 -3.37 -0.14 0.65 0.55
O -4.8882 1.1790 0.1614 1.65 0.19 -0.67 -0.23
O -3.4489 -0.7028 -0.8074 1.43 1.92 1.22 -0.11
O -2.7935 1.9386 -1.1924 0.19 -2.68 0.96 -0.16
C -1.8119 1.3410 -2.0788 1.08 -1.14 -1.27 -0.18
C -0.5821 0.6747 -1.2779 -1.40 1.48 -0.41 -0.05
C 0.7155 1.1165 -2.0013 -0.42 -0.44 -1.05 -0.35
F 0.8408 2.4951 -2.1031 -0.40 -1.79 0.60 0.10
F 0.6042 0.6677 -3.3313 0.22 0.45 1.48 0.07
C 2.0871 0.5304 -1.4523 1.76 1.32 -1.40 -0.26
F 2.5584 -0.4999 -2.2486 -1.09 0.84 1.59 0.12
F 3.0295 1.5466 -1.6473 -1.17 -1.21 0.50 0.10
C 2.1564 0.2099 0.0908 1.13 1.23 0.52 -0.25
F 3.4977 0.2826 0.4358 -1.75 -0.88 -0.42 0.13
F 1.5757 1.2579 0.7949 0.45 -1.32 -1.22 0.12
C 1.4729 -1.1414 0.5656 -1.34 -0.51 0.90 -0.26
F 0.3499 -0.7603 1.3046 1.38 -0.66 -0.84 0.10
F 1.0032 -1.9432 -0.4492 0.86 1.10 0.65 0.13
C 2.3387 -2.0336 1.5258 1.64 0.46 1.08 -0.25
F 3.5295 -2.4462 0.9584 -1.79 0.81 0.28 0.13
F 2.6751 -1.2491 2.6226 -0.57 -0.76 -1.52 0.12
C 1.6338 -3.3361 2.1009 0.07 -2.10 0.83 -0.43
F 2.3112 -4.4462 1.6497 -0.99 1.51 0.34 0.13
F 0.3271 -3.5002 1.7748 1.39 0.58 0.19 0.15
F 1.7379 -3.3657 3.4621 -0.26 0.32 -1.69 0.15
H -1.8091 3.7943 3.0045 -0.47 -0.84 -1.17 0.06
H -3.2379 -1.3333 -0.0868 -0.17 0.31 -0.47 0.10
H -2.2765 0.5105 -2.6857 0.21 0.98 0.73 0.13
H -1.4542 2.0828 -2.8456 -0.54 -0.34 1.28 0.14
H -0.6737 1.0712 -0.2310 0.64 -0.40 -0.95 0.12
H -0.7861 -0.4229 -1.2854 0.81 0.85 -0.01 0.13
```
Forces are in eV/Å.



Formula: C3H5NO3
Source: the Open Molecules 2025 dataset
Level of theory: the ωB97M-V functional and the def2-TZVPD basis

Its HOMO-LUMO gap is 10.302 eV. The net charge is 0. The energy above the lowest of the compared OMol25 structures with the same formula, charge and spin is 109.2 kcal/mol. The total energy is -10820.953 eV. Its spin multiplicity is 1. As for the structure (SMILES): C/C(=N\O)C(=O)O. For the HOMO energy, the calculation gives -10.19 eV.

```
12
Properties=species:S:1:pos:R:3:forces:R:3:lowdin_charge:R:1
C -0.2419 -1.5577 0.6784 -0.65 -5.33 1.23 -0.08
C -0.2071 -0.2162 0.2068 -1.29 5.71 -2.70 -0.30
C 0.9730 0.7148 -0.1400 3.35 -2.00 0.02 -0.35
H -0.9655 -2.3735 0.1652 1.24 2.57 0.68 0.14
H -0.7151 -1.4476 1.7225 0.93 -0.58 -1.24 0.13
H 0.7006 -2.2169 0.6674 -0.99 1.93 0.45 0.11
H -3.1963 0.1827 -0.0012 3.46 -3.50 -0.81 0.20
H 3.0422 0.0470 -0.2070 -1.81 0.32 -0.22 0.12
N -1.2614 0.5238 -0.1142 0.34 -5.04 0.51 0.11
O -2.3298 -0.5413 -0.1441 -3.55 6.05 1.05 -0.18
O 2.0957 -0.2741 -0.2061 -0.49 1.71 0.34 -0.03
O 1.0867 1.8776 -0.4021 -0.52 -1.85 0.68 0.13
```
Forces are in eV/Å.



Formula: Cl2F2H2N3O2PS2
Source: the Open Molecules 2025 dataset
Level of theory: the ωB97M-V functional and the def2-TZVPD basis

Its HOMO-LUMO gap (spin up / spin down) is 5.021 / 5.026 eV. The net charge is +2. The energy above the lowest of the compared OMol25 structures with the same formula, charge and spin is 142.1 kcal/mol. The total energy is -70009.573 eV. Its spin multiplicity is 1. For the HOMO energy (spin up / spin down), the calculation gives -19.15 / -19.15 eV.

```
14
Properties=species:S:1:pos:R:3:forces:R:3:lowdin_charge:R:1
N 1.5503 -1.1987 -1.2893 0.69 2.14 -0.05 0.02
N -0.4406 1.1756 0.3180 -1.97 0.70 0.09 -0.33
N -0.3940 -1.4289 0.8639 1.70 0.72 -2.43 -0.15
O -0.0221 -3.1575 -1.1214 0.32 -0.59 0.69 -0.11
O -0.5925 0.1037 2.6699 -1.35 1.15 3.41 -0.07
F -0.9414 -0.9404 -1.4754 1.16 -0.81 0.55 -0.20
F 1.4214 0.3109 1.2993 0.19 -0.99 0.46 -0.10
P 0.3292 1.7709 -1.2208 0.60 -0.95 2.16 0.27
S 0.2570 -1.8124 -0.8463 -4.00 0.25 -0.33 0.67
S -0.0721 0.0118 1.4207 1.69 0.60 -3.87 0.67
Cl 1.9343 2.7882 -0.6787 -0.65 -0.45 -0.41 0.50
Cl -0.9845 2.9658 -2.0689 0.52 -0.92 0.37 0.54
H -1.4138 1.5241 0.5522 1.09 -0.26 -0.67 0.14
H -0.6311 -2.1132 1.5769 0.03 -0.59 0.03 0.15
```
Forces are in eV/Å.



Formula: C3H13O3S
Source: the Open Molecules 2025 dataset
Level of theory: the ωB97M-V functional and the def2-TZVPD basis

Its HOMO-LUMO gap is 6.850 eV. The net charge is -1. The energy above the lowest of the compared OMol25 structures with the same formula, charge and spin is 21.1 kcal/mol. The total energy is -20300.797 eV. Its spin multiplicity is 1. For the HOMO energy, the calculation gives -3.22 eV.

```
20
Properties=species:S:1:pos:R:3:forces:R:3:lowdin_charge:R:1
C -0.4596 1.8895 1.1699 -0.39 0.26 0.64 -0.14
C -1.2553 0.7575 1.8339 -0.58 0.18 0.22 -0.36
C -1.7085 -0.2851 0.7742 0.47 0.66 0.94 -0.76
S -0.5110 -1.5460 0.3169 0.60 -0.11 0.16 0.28
H -1.1897 2.6274 0.8347 -0.15 -0.28 -0.86 0.06
H 0.1303 2.5766 1.7962 0.45 -0.87 0.19 0.06
H 0.0983 1.4319 0.3561 0.31 0.52 -0.15 0.04
H -2.1608 1.2265 2.2712 0.17 -0.26 -0.10 0.08
H -0.7930 0.2153 2.6586 0.50 0.15 -0.08 0.08
H -2.5508 -0.7924 1.2501 -0.43 0.18 -0.71 0.03
H -1.8972 0.3271 -0.1109 -0.91 -0.28 -0.08 0.02
H -0.3617 -0.1718 -2.7022 -0.25 0.43 0.47 -0.02
H -1.8083 0.4484 -2.4445 0.35 -0.38 0.22 0.01
O -1.0820 0.3751 -3.0687 -0.41 0.25 -0.82 -0.11
H 3.6849 -0.3384 0.6197 -0.64 0.24 0.01 0.03
H 2.6641 0.7502 1.1409 -0.23 -0.46 -0.34 0.02
O 3.5713 0.4405 1.1751 0.80 0.20 0.33 -0.07
H 1.4459 -1.1961 -2.0781 -0.19 0.62 0.39 0.04
H 0.8252 -0.3165 -0.9604 0.13 -0.57 -0.88 -0.09
O 1.2417 -0.2608 -1.8826 0.40 -0.48 0.43 -0.19
```
Forces are in eV/Å.



Formula: C7H9N2S2
Source: the Open Molecules 2025 dataset
Level of theory: the ωB97M-V functional and the def2-TZVPD basis

Its HOMO-LUMO gap is 7.688 eV. The net charge is +1. The energy above the lowest of the compared OMol25 structures with the same formula, charge and spin is 40.3 kcal/mol. The total energy is -32046.949 eV. Its spin multiplicity is 1. For the HOMO energy, the calculation gives -12.10 eV.

```
20
Properties=species:S:1:pos:R:3:forces:R:3:lowdin_charge:R:1
C -0.5563 -1.2745 3.0230 1.22 -0.88 0.17 -0.01
C 0.8146 -1.6505 2.8972 -1.29 -0.21 1.22 -0.01
C -1.2384 -0.6263 1.9945 2.72 -0.48 -0.36 0.04
C 1.3879 -1.3268 1.7085 3.27 -1.46 -0.38 -0.15
C -0.5252 -0.3048 0.8335 -0.36 -1.30 -0.61 -0.24
C -0.5182 0.8469 -1.3386 -1.20 -2.92 0.71 -0.55
C 0.2497 2.1057 -3.6820 0.35 0.35 -1.60 -0.33
N 0.7912 -0.7082 0.6879 -1.50 1.41 0.45 -0.42
N -1.1830 0.0943 -0.3610 -0.81 0.06 -2.22 0.01
S 1.7272 -0.2270 -0.6632 -0.28 0.14 -0.76 0.74
S -0.9479 0.8665 -2.9825 0.18 0.18 -0.30 0.94
H -1.0318 -1.6524 3.9143 -0.52 0.40 0.05 0.12
H 1.3803 -2.2417 3.7190 -1.12 1.26 -1.71 0.16
H -2.2608 -0.4647 2.0298 -1.73 0.52 0.16 0.11
H 2.4486 -1.6639 1.4686 -1.51 0.72 0.39 0.15
H -0.0333 1.6329 -0.9360 1.81 2.54 0.89 0.03
H 0.1781 3.0594 -3.1335 -0.06 -0.47 -0.24 0.04
H 0.0313 2.3390 -4.8583 0.27 -0.97 3.10 0.12
H 1.2808 1.6724 -3.5644 -1.06 0.43 -0.26 0.05
H -1.9948 -0.4764 -0.7568 1.61 0.70 1.27 0.19
```
Forces are in eV/Å.